1.
{
  "formula": "C9H4Cl2N2O3ScYb",
  "method": "the ωB97M-V functional and the def2-TZVPD basis",
  "elements": ["Sc", "Yb", "Cl", "Cl", "C", "C", "C", "O", "O", "O", "N", "C", "C", "C", "C", "N", "C", "C", "H", "H", "H", "H"],
  "xyz": [[-2.29, -1.32, -3.64], [1.02, -0.19, 0.03], [-3.18, -2.39, -1.78], [0.42, 1.98, -1.08], [1.38, 1.66, 1.54], [-0.16, -1.81, -3.14], [-0.92, 0.32, -4.30], [1.19, 2.75, 1.85], [0.79, -2.00, -3.79], [0.09, 0.79, -4.65], [-2.96, -3.00, 6.09], [-2.43, -2.57, 5.13], [-1.75, -2.10, 3.93], [-0.35, -2.13, 3.81], [0.32, -1.77, 2.65], [-0.42, -1.30, 1.60], [-1.75, -1.23, 1.67], [-2.43, -1.55, 2.85], [0.22, -2.43, 4.71], [1.42, -1.94, 2.53], [-2.24, -0.89, 0.78], [-3.49, -1.41, 2.91]],
  "lowdin_spin": [0.000, 0.996, 0.000, -0.001, -0.001, 0.000, 0.000, 0.001, 0.000, 0.000, -0.001, 0.000, 0.000, 0.000, 0.000, 0.004, 0.001, 0.000, 0.000, 0.000, 0.000, 0.000],
  "charge": 4,
  "gap_ev": [3.50, 3.50],
  "largest_force_ev_per_a": 8.8,
  "s2": 0.751,
  "multiplicity": 2,
  "total_energy_ev": -95745.8470,
  "mol_weight_g_mol": 477.04
}



2.
{
  "formula": "C9H4N7RuS2",
  "method": "the ωB97M-V functional and the def2-TZVPD basis",
  "elements": ["Ru", "S", "C", "C", "N", "C", "S", "C", "N", "N", "C", "N", "C", "N", "N", "C", "C", "C", "N", "H", "H", "H", "H"],
  "xyz": [[-0.45, -0.28, 0.25], [0.65, 1.33, -0.72], [-0.51, 2.29, -1.58], [-0.03, 3.47, -2.21], [0.38, 4.42, -2.72], [-1.78, 1.84, -1.64], [-2.17, 0.34, -0.85], [-2.85, 2.49, -2.32], [-3.71, 3.01, -2.87], [-1.40, 1.53, 6.15], [-1.72, 1.08, 5.14], [-2.10, 0.54, 3.99], [-1.59, 0.14, 2.97], [-1.22, -0.38, 1.94], [2.34, -1.28, -0.33], [3.03, -2.34, -0.74], [2.14, -3.38, -0.92], [0.90, -2.86, -0.58], [1.02, -1.57, -0.20], [2.70, -0.37, -0.08], [4.10, -2.30, -0.86], [2.36, -4.38, -1.24], [-0.07, -3.33, -0.58]],
  "lowdin_charge": [0.765, 0.754, -0.652, -0.229, 0.230, -0.649, 0.790, -0.232, 0.228, 0.190, -0.275, 0.185, -0.242, -0.098, 0.006, -0.021, -0.006, -0.082, -0.197, 0.137, 0.146, 0.122, 0.129],
  "charge": 1,
  "gap_ev": 6.75,
  "largest_force_ev_per_a": 0.8,
  "multiplicity": 1,
  "total_energy_ev": -44070.4122,
  "mol_weight_g_mol": 375.38
}



3.
{
  "formula": "C9H56CdNO20",
  "method": "the ωB97M-V functional and the def2-TZVPD basis",
  "elements": ["Cd", "C", "C", "C", "C", "C", "C", "N", "O", "C", "C", "C", "H", "H", "H", "H", "H", "H", "H", "H", "H", "H", "H", "H", "H", "H", "H", "H", "H", "H", "O", "H", "H", "O", "H", "H", "O", "H", "H", "O", "H", "H", "O", "H", "H", "O", "H", "H", "O", "H", "H", "O", "H", "H", "O", "H", "H", "O", "H", "H", "O", "H", "H", "O", "H", "H", "O", "H", "H", "O", "H", "H", "O", "H", "H", "O", "H", "H", "O", "H", "H", "O", "H", "H", "O", "H", "H"],
  "xyz": [[2.64, -1.40, -2.68], [1.76, -1.27, 1.93], [0.46, -0.81, 1.11], [-0.41, -0.07, 2.13], [-1.63, 0.73, 1.61], [-1.11, 1.81, 0.67], [-0.24, 1.13, -0.53], [0.78, 0.13, -0.01], [1.68, -0.45, -0.98], [0.47, 2.32, -1.26], [-1.30, 0.34, -1.46], [-0.32, -2.11, 0.79], [1.42, -1.85, 2.79], [2.43, -0.47, 2.21], [2.40, -1.91, 1.32], [0.26, 0.61, 2.65], [-0.82, -0.73, 2.89], [-2.11, 1.23, 2.45], [-2.37, 0.19, 1.02], [-0.60, 2.66, 1.11], [-2.01, 2.32, 0.32], [-0.26, 3.02, -1.66], [1.05, 2.04, -2.13], [1.19, 2.84, -0.62], [-2.06, 1.02, -1.85], [-1.76, -0.46, -0.88], [-0.71, -0.06, -2.28], [0.22, -2.77, 0.11], [-1.25, -1.93, 0.24], [-0.53, -2.73, 1.66], [-1.34, 5.19, -0.35], [-1.22, 5.40, 0.58], [-0.46, 5.12, -0.70], [-1.75, 3.88, -4.37], [-1.32, 3.54, -3.58], [-1.33, 4.73, -4.52], [1.13, -2.53, -3.39], [0.48, -2.91, -2.81], [1.13, -3.10, -4.16], [-4.66, -2.20, 0.32], [-5.57, -2.26, 0.02], [-4.69, -1.59, 1.06], [3.33, -2.40, 4.91], [3.58, -1.58, 4.49], [2.52, -2.21, 5.38], [2.69, -4.78, 1.12], [2.50, -5.52, 0.53], [2.98, -5.19, 1.93], [-3.82, 4.40, 0.15], [-4.09, 4.50, -0.77], [-2.88, 4.59, 0.15], [3.09, -3.06, -1.44], [2.81, -3.22, -0.54], [3.55, -3.86, -1.69], [4.51, -0.55, -2.01], [5.38, -0.24, -2.29], [4.60, -0.69, -1.07], [-2.64, -4.85, 1.18], [-1.73, -5.00, 1.42], [-2.74, -3.90, 1.19], [-0.09, 1.17, -4.70], [-0.79, 1.81, -4.75], [-0.53, 0.33, -4.53], [2.29, 0.24, -4.07], [1.56, 0.74, -4.43], [3.07, 0.67, -4.42], [0.82, 4.21, 2.88], [0.51, 4.89, 2.29], [0.29, 3.44, 2.67], [-0.03, -5.34, 2.23], [0.08, -4.79, 3.01], [0.79, -5.23, 1.74], [-5.05, 2.40, 1.68], [-4.87, 3.28, 1.36], [-4.37, 1.86, 1.29], [-0.62, -3.94, -1.90], [-0.43, -4.83, -1.61], [-1.57, -3.92, -2.01], [1.46, 5.81, -1.23], [2.12, 6.46, -1.45], [1.70, 5.04, -1.75], [-2.81, 0.00, 4.89], [-2.35, 0.07, 4.05], [-2.49, -0.82, 5.27], [3.58, 1.41, 0.59], [3.62, 0.85, 1.36], [2.80, 1.11, 0.12]],
  "lowdin_charge": [1.377, -0.018, -0.449, -0.144, -0.169, -0.123, -0.371, -0.148, -0.399, -0.037, -0.004, -0.041, 0.073, 0.060, 0.052, 0.125, 0.102, 0.107, 0.102, 0.082, 0.095, 0.055, 0.058, 0.081, 0.080, 0.048, 0.042, 0.051, 0.063, 0.069, -0.033, 0.056, 0.005, -0.031, 0.004, 0.050, -0.113, 0.004, 0.085, -0.047, 0.040, 0.030, -0.052, 0.024, 0.032, -0.031, 0.056, 0.071, -0.045, 0.056, -0.026, -0.092, 0.029, 0.079, -0.081, 0.084, 0.057, -0.056, -0.032, -0.002, -0.027, 0.039, 0.055, -0.097, 0.003, 0.069, -0.034, 0.018, 0.001, -0.033, 0.058, -0.005, -0.059, -0.011, -0.004, -0.020, 0.071, 0.080, -0.032, 0.053, 0.030, -0.034, -0.022, 0.034, -0.055, 0.007, -0.021],
  "charge": 1,
  "gap_ev": 5.74,
  "largest_force_ev_per_a": 2.8,
  "multiplicity": 1,
  "total_energy_ev": -57238.2516,
  "mol_weight_g_mol": 610.95
}



Let's list energy above the lowest of the compared OMol25 structures with the same formula, charge and spin in order: 20.1; 6.2; 7.8 kcal/mol.